Entry from the Open Molecules 2025 dataset: a molecular structure, C50H58BFN3NaO6Sb2 in a non-equilibrium geometry (wB97M-V/def2-TZVPD).

ORCA input file:
```
! RIJCOSX wB97M-V def2-TZVPD def2/J DEFGRID3
* xyz 0 1
Na -0.5679 -0.5683 1.1622
C -2.5762 -1.0950 -1.7286
C -3.3000 -1.7339 -0.5285
C -2.3312 -2.5228 0.3778
Sb -2.4669 -2.6186 2.5604
C -2.0942 -0.5678 3.1202
C -2.7502 0.4890 2.4844
C -2.5135 1.8020 2.8619
C -1.6383 2.0682 3.9075
C -1.0077 1.0276 4.5692
C -1.2263 -0.2846 4.1706
C -4.5972 -2.3989 2.6583
C -5.1905 -1.6090 3.6407
C -6.5721 -1.4960 3.7207
C -7.3818 -2.1712 2.8181
C -6.8036 -2.9649 1.8381
C -5.4213 -3.0784 1.7640
Sb -1.7994 0.8622 -1.1631
C -3.7313 1.7382 -1.5304
C -4.5962 1.9988 -0.4698
C -5.8863 2.4682 -0.6913
C -6.3247 2.6981 -1.9862
C -5.4674 2.4589 -3.0523
C -4.1833 1.9823 -2.8268
C -0.9658 1.4270 -3.0263
C -0.5302 2.7399 -3.1878
C -0.0671 3.1770 -4.4216
C -0.0356 2.3086 -5.5026
C -0.4495 0.9942 -5.3441
C -0.9092 0.5545 -4.1094
H -3.2613 -0.9251 -2.5610
H -1.7665 -1.7450 -2.0682
H -4.0572 -2.4289 -0.8992
H -3.8723 -0.9852 0.0281
H -1.2928 -2.2701 0.1396
H -2.3666 -3.5825 0.1176
H -3.4722 0.2703 1.7071
H -3.0011 2.6163 2.3400
H -1.4413 3.0921 4.1980
H -0.3173 1.2367 5.3759
H -0.6908 -1.0868 4.6653
H -4.5766 -1.0580 4.3444
H -7.0166 -0.8743 4.4880
H -8.4586 -2.0775 2.8770
H -7.4269 -3.4932 1.1274
H -4.9910 -3.7035 0.9889
H -4.2709 1.8477 0.5524
H -6.5421 2.6565 0.1498
H -7.3271 3.0665 -2.1643
H -5.7998 2.6436 -4.0667
H -3.5292 1.8028 -3.6732
H -0.5463 3.4269 -2.3484
H 0.2711 4.2002 -4.5351
H 0.3325 2.6477 -6.4627
H -0.4101 0.3069 -6.1804
H -1.2339 -0.4736 -4.0026
F 3.8021 1.9111 -5.3324
C 3.9279 1.9241 -3.9579
C 3.1347 1.0766 -3.2266
C 3.2775 1.0554 -1.8016
C 2.4955 0.3413 -0.9373
O 1.4217 -0.4399 -1.4272
C 2.7024 0.3913 0.4928
C 3.7634 1.0418 0.9815
N 4.7195 1.6009 0.1069
C 6.0905 1.5676 0.5062
C 7.0549 0.7894 -0.3370
C 6.6454 0.2644 1.0095
C 4.3753 1.8384 -1.2451
C 5.0863 2.6985 -2.0226
C 4.8745 2.7800 -3.4325
N 5.6885 3.6171 -4.2633
C 6.6291 2.9010 -5.0984
C 7.6761 3.8526 -5.6406
N 6.9555 4.9408 -6.4047
C 5.9489 5.6606 -5.5347
C 4.9762 4.6220 -5.0157
C 1.6103 -0.1714 1.3534
O 1.3554 -1.4097 1.2747
O 0.8854 0.6451 1.9853
H 2.4099 0.4466 -3.7204
H 3.9334 1.1996 2.0381
H 6.4851 2.4658 0.9795
H 8.0562 1.1821 -0.4602
H 6.6366 0.3061 -1.2098
H 7.3576 0.2861 1.8238
H 5.9479 -0.5632 1.0228
H 5.8835 3.2880 -1.5824
H 6.1306 2.3905 -5.9433
H 7.1247 2.1358 -4.5035
H 8.3742 3.3855 -6.3336
H 8.2127 4.3528 -4.8362
H 6.4431 4.4968 -7.1703
H 7.6146 5.5938 -6.8223
H 5.4844 6.4276 -6.1523
H 6.5178 6.1124 -4.7242
H 4.4234 4.1918 -5.8717
H 4.2436 5.1029 -4.3699
C 3.5255 -4.4657 -2.3683
C 2.6850 -3.8072 -1.2866
C 3.2260 -4.1911 0.0846
O 2.8634 -2.3872 -1.4165
B 1.6302 -1.7911 -1.3933
O 0.5775 -2.6761 -1.4970
C 1.1164 -4.0158 -1.4563
C 0.4669 -4.7365 -0.2851
C 0.7146 -4.6840 -2.7614
H 4.5670 -4.1820 -2.2137
H 3.2336 -4.1400 -3.3650
H 3.4576 -5.5546 -2.3174
H 4.2819 -3.9188 0.1203
H 3.1429 -5.2641 0.2667
H 2.7139 -3.6429 0.8725
H 0.5638 -4.1533 0.6298
H 0.9172 -5.7172 -0.1249
H -0.5930 -4.8883 -0.4972
H 1.0857 -4.1295 -3.6224
H -0.3748 -4.7077 -2.8205
H 1.0830 -5.7096 -2.8220
O 0.5173 2.8952 0.1730
H 1.2257 2.6154 -0.4246
H 0.6657 2.3233 0.9504
*
```

highest occupied orbital energy = -3.801 eV
orbital gap = 2.85 eV
relative energy (zero: lowest compared OMol25 entry of this formula, charge and spin) = 0.000 eV
molar mass = 1093.35 g/mol
max |F| = 0.0244 hartree/bohr